[1]
A molecular structure, C27H55Cl18N5O5 in a non-equilibrium geometry. Source: the OMol25 dataset; level of theory: ωB97M-V/def2-TZVPD.

Calculated values
gap between HOMO and LUMO	7.49	eV
LUMO energy	-0.5	eV
energy above the lowest of the compared OMol25 structures with the same formula, charge and spin	55.670	eV
E_HOMO	-0.293	Eh
maximum force	17.18	eV/Å

```
! wB97M-V def2-TZVPD RIJCOSX def2/J DEFGRID3
* xyz 0 1
Cl -0.74 -5.05 -1.90
C -0.36 -3.49 -2.69
C -1.46 -2.34 -2.61
Cl -1.08 -0.86 -3.30
H -0.26 -3.82 -3.72
H 0.57 -3.15 -2.23
H -1.64 -2.06 -1.57
H -2.44 -2.59 -3.01
Cl -2.96 -0.39 3.15
C -2.23 1.21 2.99
C -0.88 1.30 3.53
Cl -0.08 2.74 2.89
H -2.81 1.96 3.52
H -2.21 1.41 1.92
H -0.36 0.37 3.30
H -1.09 1.32 4.60
Cl 4.37 1.94 2.38
C 3.91 1.34 4.04
C 2.77 0.33 4.02
Cl 1.45 0.72 2.87
H 3.62 2.26 4.56
H 4.75 0.93 4.60
H 2.26 0.42 4.98
H 3.22 -0.64 3.78
Cl 0.15 3.17 -1.93
C -0.69 2.66 -3.42
C -0.94 1.14 -3.59
Cl -2.03 0.69 -2.25
H -0.12 3.04 -4.27
H -1.63 3.22 -3.50
H -0.04 0.55 -3.45
H -1.45 1.00 -4.54
Cl 3.73 0.22 -2.02
C 3.10 -0.32 -0.48
C 4.15 -0.37 0.66
Cl 3.42 -1.14 2.09
H 2.48 -1.20 -0.66
H 2.34 0.37 -0.14
H 4.62 0.57 0.95
H 4.94 -0.99 0.24
C 0.99 -2.63 -4.87
O 0.85 -3.85 -4.87
N 1.70 -1.86 -3.96
C 1.70 -0.38 -3.98
C 2.52 -2.45 -2.85
H 0.38 -1.96 -5.49
H 1.24 0.05 -3.10
H 1.19 0.11 -4.82
H 2.75 -0.10 -4.01
H 2.11 -2.33 -1.84
H 2.58 -3.52 -3.03
H 3.57 -2.16 -2.85
C -3.27 1.64 -0.25
O -3.08 2.17 0.86
N -3.75 0.43 -0.36
C -4.08 -0.41 0.81
C -3.70 -0.26 -1.62
H -3.02 2.11 -1.21
H -4.16 0.20 1.72
H -3.38 -1.24 0.88
H -5.07 -0.85 0.71
H -2.73 -0.76 -1.74
H -4.50 -1.01 -1.65
H -4.00 0.41 -2.42
C -3.01 3.92 1.90
O -3.52 4.44 2.84
N -2.79 4.42 0.71
C -1.96 3.54 -0.21
C -3.31 5.69 0.21
H -2.55 2.93 1.92
H -2.67 2.99 -0.82
H -1.42 2.68 0.17
H -1.26 4.09 -0.84
H -3.99 5.45 -0.61
H -3.79 6.34 0.94
H -2.46 6.26 -0.16
C 0.37 -0.71 -1.16
O 0.86 -1.87 -1.17
N 0.21 0.08 -0.02
C -0.63 1.33 -0.09
C 0.89 -0.27 1.25
H -0.11 -0.28 -2.06
H -0.01 2.22 -0.15
H -1.27 1.30 0.79
H -1.44 1.28 -0.82
H 0.12 -0.46 2.00
H 1.41 -1.22 1.21
H 1.46 0.59 1.59
C 3.00 -3.17 0.46
O 4.17 -3.60 0.58
N 2.00 -3.81 1.01
C 2.07 -5.02 1.83
C 0.63 -3.30 0.95
H 2.78 -2.21 -0.03
H 1.31 -5.58 1.28
H 1.69 -4.75 2.81
H 2.99 -5.60 1.88
H 0.31 -2.96 1.93
H 0.55 -2.39 0.37
H 0.01 -4.10 0.55
C 1.80 3.41 0.19
Cl 3.08 3.79 1.41
Cl 2.06 1.74 -0.32
Cl 0.14 3.61 0.81
Cl 2.19 4.52 -1.21
C -1.07 -2.57 3.65
Cl 0.13 -1.37 3.16
Cl -2.32 -2.06 4.82
Cl -1.87 -3.27 2.24
Cl 0.00 -3.92 4.38
*
```

Löwdin atomic charge list, values in e, 99 entries: atom 1 (Cl): 0.591, atom 2 (C): -0.581, atom 3 (C): -0.469, atom 4 (Cl): 0.793, atom 5 (H): 0.007, atom 6 (H): 0.022, atom 7 (H): 0.066, atom 8 (H): 0.096, atom 9 (Cl): 0.664, atom 10 (C): -0.577, atom 11 (C): -0.662, atom 12 (Cl): 0.671, atom 13 (H): 0.106, atom 14 (H): 0.011, atom 15 (H): -0.113, atom 16 (H): 0.106, atom 17 (Cl): 0.551, atom 18 (C): -0.482, atom 19 (C): -0.546, atom 20 (Cl): 0.758, atom 21 (H): 0.073, atom 22 (H): 0.086, atom 23 (H): 0.090, atom 24 (H): -0.056, atom 25 (Cl): 0.693, atom 26 (C): -0.450, atom 27 (C): -0.595, atom 28 (Cl): 0.795, atom 29 (H): 0.080, atom 30 (H): 0.080, atom 31 (H): -0.044, atom 32 (H): 0.107, atom 33 (Cl): 0.779, atom 34 (C): -0.741, atom 35 (C): -0.469, atom 36 (Cl): 0.882, atom 37 (H): 0.012, atom 38 (H): -0.195, atom 39 (H): -0.041, atom 40 (H): 0.089, atom 41 (C): -0.331, atom 42 (O): -0.009, atom 43 (N): -0.108, atom 44 (C): -0.131, atom 45 (C): -0.061, atom 46 (H): 0.130, atom 47 (H): 0.024, atom 48 (H): 0.102, atom 49 (H): 0.035, atom 50 (H): 0.017, atom 51 (H): 0.110, atom 52 (H): 0.072, atom 53 (C): -0.378, atom 54 (O): -0.200, atom 55 (N): -0.095, atom 56 (C): -0.080, atom 57 (C): -0.283, atom 58 (H): 0.089, atom 59 (H): 0.005, atom 60 (H): 0.045, atom 61 (H): 0.103, atom 62 (H): -0.021, atom 63 (H): 0.123, atom 64 (H): 0.098, atom 65 (C): -0.475, atom 66 (O): 0.058, atom 67 (N): -0.094, atom 68 (C): -0.287, atom 69 (C): -0.018, atom 70 (H): 0.037, atom 71 (H): 0.036, atom 72 (H): -0.034, atom 73 (H): 0.004, atom 74 (H): 0.085, atom 75 (H): 0.090, atom 76 (H): 0.085, atom 77 (C): -0.301, atom 78 (O): -0.230, atom 79 (N): -0.095, atom 80 (C): -0.298, atom 81 (C): -0.485, atom 82 (H): -0.034, atom 83 (H): -0.152, atom 84 (H): 0.084, atom 85 (H): -0.052, atom 86 (H): -0.138, atom 87 (H): 0.023, atom 88 (H): -0.210, atom 89 (C): -0.455, atom 90 (O): -0.038, atom 91 (N): -0.136, atom 92 (C): -0.010, atom 93 (C): -0.187, atom 94 (H): 0.043, atom 95 (H): 0.092, atom 96 (H): 0.015, atom 97 (H): 0.096, atom 98 (H): -0.080, atom 99 (H): 0.054



[2]
2 unconnected molecules or ions with the total composition C5H8BrN in a non-equilibrium geometry. Source: the OMol25 dataset; level of theory: ωB97M-V/def2-TZVPD.

Calculated values
gap between HOMO and LUMO	9.79	eV
LUMO energy	0.8	eV
energy above the lowest of the compared OMol25 structures with the same formula, charge and spin	2.960	eV
E_HOMO	-0.331	Eh
maximum force	3.98	eV/Å

```
! wB97M-V def2-TZVPD RIJCOSX def2/J DEFGRID3
* xyz 0 1
C -1.07 0.32 -0.95
C -0.03 0.64 -1.36
C 1.49 -0.14 2.02
C -2.25 -0.22 -0.26
C 1.11 1.12 -2.10
N 0.60 -1.16 2.20
Br 3.12 -0.63 2.79
H -0.30 -0.81 2.02
H -2.88 -0.89 -0.86
H -2.81 0.73 0.02
H -1.93 -0.70 0.62
H 1.89 1.33 -1.42
H 1.53 0.40 -2.80
H 0.89 2.04 -2.61
H 0.65 -2.03 2.69
*
```

Löwdin charges, unit e, in atom order: atom 1 (C): -0.116, atom 2 (C): -0.115, atom 3 (C): -0.596, atom 4 (C): -0.098, atom 5 (C): -0.099, atom 6 (N): -0.069, atom 7 (Br): 0.572, atom 8 (H): 0.026, atom 9 (H): 0.078, atom 10 (H): 0.102, atom 11 (H): 0.025, atom 12 (H): 0.050, atom 13 (H): 0.080, atom 14 (H): 0.080, atom 15 (H): 0.079